108
Properties=species:S:1:pos:R:3:forces:R:3:lowdin_charge:R:1 method="wB97M-V/def2-TZVPD" mol_weight_g_mol=1206.0 e_tot_ev=-301646.7497 fmax_ha_per_bohr=0.047 de_lowest_kcal_mol=33.3 total_charge=-2 gap_ev=6.543
Sr 1.38667 2.28730 -0.34728 -0.8 -1.6 -0.3 1.282
Cl -0.89833 6.41791 -2.57753 0.3 0.0 0.3 0.632
C 0.36477 6.43630 -1.36048 0.1 0.2 0.2 -0.576
C 0.70832 7.66168 -0.76067 -0.3 -0.1 -0.3 -0.150
C 1.67965 7.74636 0.19442 0.2 -0.1 0.1 -0.612
Cl 2.06783 9.31613 0.90855 -0.1 -0.3 -0.1 0.601
C 2.37252 6.58004 0.60650 0.2 0.0 0.2 -0.179
C 3.38704 6.54780 1.59763 -0.1 0.0 -0.1 -0.033
C 4.02453 5.38029 1.91671 0.0 0.0 -0.1 -0.053
C 3.65877 4.19862 1.24694 -0.4 0.1 -0.4 -0.119
N 2.70001 4.18380 0.34112 0.6 1.7 0.4 -0.012
C 2.04050 5.34570 -0.00048 0.2 -0.5 0.1 -0.125
C 0.98556 5.21646 -1.02659 0.0 -0.4 -0.3 -0.429
O 0.70557 4.08645 -1.55752 0.0 2.2 -0.3 -0.281
H 0.18420 8.56154 -1.06822 0.0 -0.1 0.0 0.096
H 3.64756 7.46873 2.10100 0.0 0.0 0.0 0.080
H 4.79983 5.35359 2.67255 0.0 0.0 0.0 0.099
H 4.16168 3.24917 1.44822 -0.2 0.2 0.0 0.110
Se -2.68616 -4.03121 -2.94607 0.0 0.3 -0.1 0.276
P -2.01098 -3.11758 -1.15679 0.1 0.1 0.1 0.555
C -0.96661 -4.26639 -0.18256 0.0 0.0 0.3 -0.339
C -0.61766 -5.49194 -0.73580 0.2 -0.1 0.1 -0.129
C 0.16669 -6.39207 -0.01219 0.0 0.1 0.0 -0.092
C 0.60077 -6.06765 1.26864 -0.1 0.0 -0.1 -0.094
C 0.25397 -4.84177 1.83083 -0.1 0.1 -0.1 -0.072
C -0.52857 -3.94302 1.11318 0.0 -0.2 -0.1 -0.079
C -3.43865 -2.73557 -0.08723 -0.1 0.0 0.0 -0.356
C -4.04419 -1.48131 -0.15157 -0.1 0.0 0.1 -0.073
C -5.19577 -1.22120 0.58469 0.1 -0.1 0.0 -0.073
C -5.75081 -2.21431 1.38542 0.1 -0.1 0.0 -0.097
C -5.15478 -3.47164 1.44341 0.1 0.1 -0.1 -0.092
C -4.00240 -3.73315 0.70457 -0.1 0.1 0.1 -0.090
C -1.07009 -1.57040 -1.14183 -0.1 0.5 0.4 -0.401
C -0.44041 -0.62003 -1.97417 -0.1 -0.2 0.5 -0.408
N 0.03881 0.34245 -1.15388 -0.9 -1.0 -0.2 -0.111
N -0.28721 0.02896 0.10472 -0.1 -0.5 -0.9 -0.078
N -0.95045 -1.11065 0.13912 0.3 0.4 -0.6 -0.006
P -0.36310 -0.38105 -3.76154 0.1 0.0 0.1 0.549
Se 0.98054 1.06645 -4.51234 -0.2 0.0 0.0 0.351
C 0.04641 -1.99707 -4.47413 -0.1 -0.2 -0.1 -0.373
C 0.60497 -3.00796 -3.69710 0.0 -0.1 -0.2 -0.112
C 0.99401 -4.21018 -4.28340 0.0 0.1 0.0 -0.089
C 0.82086 -4.40980 -5.64533 0.0 0.1 0.0 -0.094
C 0.28571 -3.39175 -6.43324 0.0 0.0 0.1 -0.087
C -0.08266 -2.18478 -5.85387 0.0 -0.1 0.0 -0.117
C -2.08025 0.09174 -4.15472 -0.2 0.0 0.1 -0.336
C -2.57270 1.20745 -3.46500 -0.2 -0.1 -0.2 -0.082
C -3.87602 1.63672 -3.66838 0.1 0.0 0.0 -0.073
C -4.69924 0.96362 -4.56801 0.0 0.0 0.0 -0.098
C -4.21156 -0.12965 -5.26596 0.2 -0.1 0.0 -0.089
C -2.90209 -0.56868 -5.05839 -0.2 0.0 0.1 -0.091
H -0.96631 -5.72800 -1.73644 0.0 0.0 0.1 0.033
H 0.43782 -7.34675 -0.45447 0.0 0.1 0.0 0.095
H 1.21209 -6.76842 1.83030 -0.1 0.1 -0.1 0.096
H 0.60141 -4.57456 2.82632 -0.1 0.0 -0.2 0.096
H -0.78627 -2.98202 1.53959 0.0 0.0 0.0 0.075
H -3.60901 -0.69950 -0.76349 0.0 0.0 0.0 0.106
H -5.64804 -0.23405 0.54263 0.1 -0.1 0.0 0.106
H -6.64287 -2.00552 1.97069 0.1 0.0 -0.1 0.096
H -5.58470 -4.25011 2.06758 0.1 0.1 -0.1 0.095
H -3.53859 -4.71415 0.74778 0.0 0.1 0.0 0.106
H 0.74594 -2.86149 -2.63490 0.0 0.0 0.0 0.099
H 1.42427 -4.99224 -3.66415 -0.1 0.1 -0.1 0.104
H 1.10877 -5.35374 -6.09814 0.0 0.1 0.0 0.095
H 0.16412 -3.53703 -7.50334 0.0 0.0 0.1 0.097
H -0.45833 -1.37650 -6.47589 0.1 -0.1 0.1 0.102
H -1.94001 1.73940 -2.77345 0.2 0.1 0.2 0.108
H -4.24737 2.49582 -3.11759 0.1 -0.1 -0.1 0.107
H -5.72546 1.28781 -4.71253 0.1 0.0 0.0 0.096
H -4.85263 -0.66125 -5.96323 0.1 0.0 0.1 0.097
H -2.54540 -1.44943 -5.57360 0.0 0.0 0.0 0.083
N 3.13025 2.44219 -2.27646 0.9 -0.2 0.2 -0.070
N 4.36220 2.10140 -1.65514 -0.8 -0.1 0.6 -0.026
C 4.32096 1.07688 -0.65246 -0.2 -0.3 0.3 -0.730
O 5.42368 0.62123 -0.28751 -0.9 0.3 -0.3 -0.047
O 3.14102 0.78652 -0.22270 2.4 -0.4 -0.4 -0.332
H 2.90562 1.84848 -3.05856 0.0 -0.3 -0.2 -0.049
H 3.14687 3.40021 -2.57968 0.0 0.3 0.0 0.077
H 5.14837 1.99302 -2.25070 0.6 -0.1 -0.5 0.099
B -2.17679 3.81779 3.07406 0.0 0.0 0.0 -0.462
C -1.15791 3.35622 1.92390 -0.1 0.0 0.1 -0.248
N -0.42343 3.00365 1.10079 -1.0 0.6 1.0 -0.021
H -3.26741 4.05604 2.55434 0.3 -0.1 0.1 -0.019
H -2.27204 2.89629 3.88331 0.0 0.2 -0.2 -0.020
H -1.72035 4.82446 3.61235 -0.1 -0.2 -0.1 -0.018
C 3.53827 0.90373 3.29093 0.1 0.0 -0.1 -0.311
As 1.86838 0.72757 2.26885 0.1 -0.2 0.7 1.133
C 2.02966 -1.20148 2.00828 0.0 0.0 -0.2 -0.287
C 0.58096 0.75265 3.78813 0.1 -0.5 0.3 -0.320
C 0.69960 -0.41215 4.73915 -0.1 0.3 -0.2 -0.297
C -0.03249 -1.58786 4.51725 0.0 0.0 0.0 -0.063
C 0.09051 -2.69171 5.35758 0.1 0.2 0.0 -0.106
C 0.95988 -2.65181 6.44722 0.0 0.2 -0.1 -0.123
C 1.69363 -1.49012 6.68430 -0.1 0.0 -0.2 -0.104
C 1.56061 -0.38446 5.84095 0.0 -0.1 0.1 -0.068
H 3.63281 0.12318 4.04749 0.0 0.0 0.0 0.007
H 3.58607 1.88316 3.77152 0.0 0.0 0.0 0.013
H 4.35928 0.81036 2.57075 -0.1 0.0 0.1 0.018
H 2.29073 -1.69706 2.94270 0.0 0.0 0.0 0.021
H 2.82153 -1.34037 1.26774 -0.1 0.0 0.1 0.027
H 1.09393 -1.60943 1.61951 0.2 0.1 0.0 -0.013
H -0.39676 0.78734 3.30860 -0.1 0.0 0.1 0.058
H 0.73087 1.71495 4.27719 0.0 0.0 0.1 0.074
H -0.71328 -1.62267 3.66648 0.1 0.0 0.2 0.110
H -0.50248 -3.58368 5.16598 0.1 0.1 0.0 0.093
H 1.05947 -3.51007 7.10279 0.0 0.0 0.0 0.085
H 2.37102 -1.43984 7.53223 -0.1 0.0 -0.1 0.090
H 2.13026 0.52265 6.03921 -0.1 -0.2 0.0 0.107